Record 1
This record from the OMol25 dataset describes a single C2H8N2O2 molecule at a distorted geometry. The level of theory is ωB97M-V/def2-TZVPD.

Geometry as XYZ:
```
14
C2H8N2O2 (ωB97M-V/def2-TZVPD)
N -0.590 1.497 -0.176
N 0.084 0.278 -0.026
C -0.597 -0.586 0.981
O -0.234 -0.009 2.276
C 0.491 -0.344 -1.304
O 1.652 -1.051 -1.165
H -0.424 1.908 0.763
H -1.769 1.352 -0.325
H -1.645 -0.527 0.976
H -0.124 -1.624 0.854
H 0.618 0.237 2.058
H -0.272 -1.160 -1.666
H 0.498 0.443 -2.125
H 2.312 -0.414 -1.120
```

Properties
E_LUMO (eV): 0.989
Relative energy (zero: lowest compared OMol25 entry of this formula, charge and spin) (kJ/mol): 340.4
Spin multiplicity: 1
Highest occupied orbital energy (eV): -9.465
SMILES: NN(CO)CO
Max |F| (eV Å⁻¹): 4.1



Record 2
This record from the OMol25 dataset describes 3 unconnected molecules or ions with the total composition C2H11N3O2 at a distorted geometry. The level of theory is ωB97M-V/def2-TZVPD.

Geometry as XYZ:
```
18
C2H11N3O2 (ωB97M-V/def2-TZVPD)
H 1.398 0.715 1.083
N 1.086 0.905 0.106
C 0.394 -0.085 -0.371
N 0.159 -1.298 0.345
N 0.055 -0.372 -1.758
C 1.273 -0.472 -2.655
H -0.176 -2.012 -0.231
H 0.658 -1.356 1.242
H -0.724 0.133 -2.282
H 1.901 -1.293 -2.282
H 0.851 -0.780 -3.564
H 1.908 0.343 -2.691
O -2.489 -3.202 3.556
H -2.950 -2.384 3.470
H -1.825 -2.981 2.781
O -0.281 4.989 1.214
H -0.196 4.415 0.428
H -1.044 4.736 1.611
```

Properties
E_LUMO (eV): 0.437
Relative energy (zero: lowest compared OMol25 entry of this formula, charge and spin) (kJ/mol): 203.6
Spin multiplicity: 1
Highest occupied orbital energy (eV): -9.531
SMILES: [H]/N=C(\N)NC.O.O
Max |F| (eV Å⁻¹): 4.5



Record 3
This record from the OMol25 dataset describes a single C8H8N2O2 molecule at a distorted geometry. The level of theory is ωB97M-V/def2-TZVPD.

Geometry as XYZ:
```
20
C8H8N2O2 (ωB97M-V/def2-TZVPD)
C -1.310 -0.969 -1.505
C -0.467 0.046 -1.105
C -1.262 -2.214 -0.876
C -0.332 -2.462 0.098
C 0.490 -0.127 -0.108
C 0.709 -1.480 0.458
C 1.143 2.105 0.498
C -0.131 2.726 0.988
N 1.336 0.886 0.191
N 1.705 -1.867 1.128
O -0.260 -3.633 0.756
O 2.187 2.934 0.499
H -2.035 -0.793 -2.285
H -0.534 1.013 -1.583
H -1.969 -2.986 -1.152
H -0.905 2.659 0.228
H 0.056 3.765 1.241
H -0.477 2.188 1.868
H -0.932 -4.248 0.427
H 2.988 2.458 0.233
```

Properties
E_LUMO (spin up / spin down) (eV): -0.914 / -0.661
Relative energy (zero: lowest compared OMol25 entry of this formula, charge and spin) (kJ/mol): 320.0
Spin multiplicity: 1
Highest occupied orbital energy (spin up / spin down) (eV): -8.165 / -7.096
Max |F| (eV Å⁻¹): 2.2



Record 4
This record from the OMol25 dataset describes a single C19H23N5O5S molecule at a distorted geometry. The level of theory is ωB97M-V/def2-TZVPD.

Geometry as XYZ:
```
53
C19H23N5O5S (ωB97M-V/def2-TZVPD)
C 1.001 -2.567 5.034
O -0.221 -3.116 5.473
C -1.000 -3.710 4.473
C -1.555 -2.726 3.422
N -0.712 -2.622 2.255
C -0.069 -1.500 1.897
O -0.134 -0.455 2.532
C 0.734 -1.651 0.665
O 0.932 -2.914 0.225
N 1.624 -2.891 -0.927
C 1.857 -1.643 -1.229
C 2.541 -1.255 -2.472
S 1.329 -0.997 -3.843
C 0.080 -0.091 -3.025
N -0.624 -0.516 -2.015
C -1.477 0.513 -1.711
C -2.435 0.617 -0.709
C -3.168 1.784 -0.647
C -2.959 2.832 -1.547
C -2.007 2.753 -2.544
C -1.268 1.584 -2.615
N -0.271 1.156 -3.450
C 1.316 -0.772 -0.225
C 1.412 0.711 -0.276
O 1.804 1.280 -1.285
N 1.080 1.347 0.855
C 1.046 2.785 0.938
C -0.377 3.271 1.255
O -0.473 4.664 1.420
C -0.398 5.399 0.222
H 1.561 -2.320 5.934
H 1.570 -3.293 4.441
H 0.852 -1.656 4.447
H -1.833 -4.169 5.010
H -0.431 -4.502 3.958
H -2.548 -3.060 3.107
H -1.635 -1.730 3.863
H -0.594 -3.447 1.685
H 3.074 -0.314 -2.349
H 3.190 -2.051 -2.830
H -2.592 -0.191 -0.013
H -3.921 1.898 0.119
H -3.558 3.727 -1.455
H -1.842 3.566 -3.235
H 0.186 1.673 -4.181
H 0.676 0.823 1.631
H 1.727 3.128 1.724
H 1.386 3.174 -0.026
H -0.696 2.841 2.209
H -1.060 2.927 0.465
H -1.114 5.019 -0.517
H 0.606 5.376 -0.213
H -0.651 6.426 0.480
```

Properties
E_LUMO (eV): -0.038
Relative energy (zero: lowest compared OMol25 entry of this formula, charge and spin) (kJ/mol): 27.9
Spin multiplicity: 1
Highest occupied orbital energy (eV): -8.447
SMILES: COCCNC(=O)c1onc(CSc2nc3ccccc3[nH]2)c1C(=O)NCCOC
Max |F| (eV Å⁻¹): 1.5



no.,E_tot (hartree)
1,-340.90078
2,-397.49039
3,-569.52186
4,-1785.97610